# 1
ORCA calculation (the ωB97M-V functional and the def2-TZVPD basis) on a molecular structure, C51H59BBrN7O6S3W at a distorted geometry.

- Charge: +2
- Gap between HOMO and LUMO: 6.2 eV
- HOMO: -13.34 eV

Element x y z (Å)
H1 -0.718 0.436 6.677
C1 -0.839 -0.610 6.382
H2 2.425 4.022 1.911
H3 1.769 -2.186 -0.821
C2 -2.039 2.358 -6.178
H4 -4.315 -2.822 -0.680
H5 0.038 -3.010 5.374
C3 -2.710 5.281 -0.920
H6 4.344 -3.498 2.897
C4 -3.846 4.598 -1.357
N1 -0.373 -0.157 2.713
H7 -3.842 2.635 4.380
C5 -0.411 -3.813 1.005
O1 -0.323 2.322 -2.966
C6 0.619 -1.065 -2.318
C7 1.770 -4.937 0.503
H8 -0.226 -5.198 3.341
H9 2.292 -2.435 -2.494
C8 -0.852 -0.021 3.928
C9 -5.163 6.010 0.087
C10 -5.080 4.990 -0.846
H10 4.158 3.653 2.042
O2 -4.636 3.202 -3.123
C11 2.575 0.889 -4.965
N2 -0.833 0.569 1.692
C12 1.925 -1.694 -1.780
O3 -2.777 2.585 -2.063
H11 -1.128 -6.566 1.443
S1 -2.725 -0.332 -0.498
C13 -0.219 -0.886 5.013
N3 -1.655 3.702 -8.200
C14 -1.912 0.867 4.175
H12 3.386 3.834 0.456
H13 2.300 -4.020 0.744
H14 -2.860 1.880 -6.699
S2 0.711 2.674 0.073
C15 2.073 0.451 -3.751
C16 -2.389 1.638 3.158
C17 1.284 -0.576 5.061
C18 -1.705 2.001 -4.871
H15 0.299 4.729 -6.720
C19 -3.829 3.424 -2.280
H16 3.245 -2.545 3.904
H17 -6.131 6.299 0.476
C20 3.765 1.059 2.007
H18 1.291 -4.294 3.135
H19 -2.333 -4.802 1.218
H20 -2.350 0.947 5.160
H21 -0.336 -1.224 7.129
H22 1.277 -6.057 2.983
H23 2.436 0.743 -7.110
C21 -1.312 3.333 -6.807
H24 3.408 1.583 -4.980
N4 1.492 0.197 0.907
C22 0.238 0.126 -1.311
C23 0.981 -0.476 -6.107
S3 -2.339 2.510 0.631
C24 2.939 1.994 1.454
N5 0.193 -2.664 0.837
H25 5.743 -1.690 4.126
O4 -2.147 0.471 -3.108
H26 -1.873 6.820 0.306
H27 1.130 0.743 -1.413
W1 -1.235 1.654 -1.467
C25 0.477 -0.907 -4.882
C26 0.086 3.627 -4.885
H28 2.551 0.816 -2.847
H29 -4.078 7.460 1.241
C27 -4.046 -2.873 0.379
H30 4.790 -2.155 0.473
H31 -0.653 -6.196 -0.231
C28 3.436 -0.316 1.962
C29 -1.823 -3.883 0.957
O5 -0.964 4.546 -8.729
H32 5.836 -0.794 0.927
H33 0.404 -7.147 0.813
C30 -0.636 2.644 -4.228
H34 0.909 4.103 -4.368
C31 1.020 -0.467 -3.679
H35 1.759 -1.162 5.851
H36 -1.901 -0.866 6.408
O6 -2.601 3.132 -8.703
H37 2.402 -5.788 0.761
C32 4.401 -1.379 2.474
C33 1.757 1.511 0.838
B1 0.158 -0.239 0.267
H38 -0.330 -1.629 -4.894
H39 -1.498 -2.599 4.594
H40 5.975 -0.128 3.358
H41 4.678 1.377 2.493
H42 -0.006 -2.875 -3.289
H43 -0.504 -2.807 -1.634
H44 1.592 -4.964 -0.576
C34 5.343 -1.697 1.297
C35 -2.774 6.305 0.001
H45 0.011 -2.560 3.657
H46 -4.439 -3.797 0.794
C36 -2.367 0.897 -4.250
C37 -0.392 -2.200 -2.525
C38 -2.557 -2.813 0.539
H47 4.576 -0.397 4.419
H48 6.116 -2.394 1.627
C39 -0.251 3.973 -6.178
H49 2.709 -0.945 -1.650
H50 -4.526 -2.022 0.867
H51 -3.258 3.600 3.010
H52 1.454 0.483 5.275
C40 3.656 -2.651 2.896
H53 -3.121 0.365 -4.835
H54 -5.969 4.477 -1.194
N6 2.309 -0.710 1.434
H55 2.836 -2.861 2.214
N7 -0.528 -1.594 0.503
H56 -4.380 2.276 2.729
C41 3.252 3.458 1.473
C42 2.035 0.420 -6.157
Br1 -0.986 4.833 -1.628
C43 -3.530 2.594 3.339
C44 -4.015 6.661 0.514
C45 0.710 -5.147 2.778
C46 -1.840 -1.635 0.219
H57 0.554 -0.863 -7.025
C47 -1.781 1.484 1.887
C48 0.445 -5.044 1.268
C49 -0.431 -2.359 4.632
C50 5.218 -0.854 3.661
H58 1.747 -0.825 4.108
H59 -1.372 -1.847 -2.836
C51 -0.289 -6.306 0.794



# 2
ORCA calculation (the ωB97M-V functional and the def2-TZVPD basis) on 2 unconnected molecules or ions with the total composition C4H11NO at a distorted geometry.

- Gap between HOMO and LUMO: 10.7 eV
- HOMO: -9.97 eV

Element x y z (Å)
H1 -1.900 -2.711 -0.248
C1 -0.401 -2.403 1.191
H2 2.637 1.235 -0.334
H3 -0.273 -3.499 1.222
C2 1.109 2.377 -1.079
H4 -0.411 -2.076 2.248
H5 -0.977 1.744 -0.972
H6 -0.618 2.952 -2.050
C3 -1.658 -1.911 0.445
H7 -1.403 -0.904 0.123
H8 -2.527 -1.855 1.120
H9 1.769 1.829 0.862
O1 1.765 3.164 -1.733
C4 1.566 1.382 -0.106
N1 -0.239 2.308 -1.370
H10 0.533 -2.074 0.746
H11 1.028 0.442 -0.065



# 3
ORCA calculation (the ωB97M-V functional and the def2-TZVPD basis) on 2 unconnected molecules or ions with the total composition CH6N2.

- Charge: -1
- Gap between HOMO and LUMO (alpha / beta): 3.3 / 7.3 eV
- ⟨S²⟩: 0.75
- HOMO (alpha / beta): 1.06 / -3.05 eV
- Spin multiplicity: 2

Element x y z (Å)
N1 2.597 0.057 0.582
H1 -2.804 -0.533 0.771
H2 -2.677 -0.660 -1.107
C1 -2.366 -0.202 -0.164
H3 3.004 -0.840 0.758
N2 -1.416 0.775 -0.135
H4 -0.951 0.779 -1.046
H5 3.022 0.613 -0.136
H6 1.591 0.011 0.478



# 4
ORCA calculation (the ωB97M-V functional and the def2-TZVPD basis) on a gas-phase ion, C6H16N2 (charge +1) at a distorted geometry.

- Charge: +1
- Gap between HOMO and LUMO (alpha / beta): 9.4 / 4.6 eV
- ⟨S²⟩: 0.75
- HOMO (alpha / beta): -12.12 / -12.07 eV
- Spin multiplicity: 2

Element x y z (Å)
C1 0.137 -1.035 -0.630
H1 1.228 0.884 -0.895
H2 -0.396 -2.374 0.949
H3 1.557 0.025 1.345
H4 -2.262 0.171 -2.110
N1 2.076 -1.923 1.658
H5 1.027 -1.605 -0.921
C2 -1.989 1.154 -1.718
H6 0.443 2.360 0.140
H7 2.283 -2.484 2.471
H8 -0.822 3.203 -0.808
C3 0.289 0.370 -1.179
H9 2.983 -1.672 1.285
H10 -0.689 -1.570 -1.113
H11 0.344 0.372 -2.265
C4 -0.610 2.393 -0.099
C5 1.033 -0.852 1.755
H12 -2.890 1.374 -1.127
H13 -1.199 2.588 0.796
H14 -1.890 1.955 -2.482
N2 -0.912 1.084 -0.744
C6 -0.103 -1.324 0.889
H15 0.810 -0.761 2.816
H16 -0.976 -0.696 1.211



Relative energy (zero: lowest compared OMol25 entry of this formula, charge and spin): 73.3, 64.8, 43.3, 112.7 (kJ/mol)